No. 1
Entry from the Open Molecules 2025 dataset: 3 unconnected molecules or ions with the total composition C3H12O3 in a non-equilibrium geometry (ωB97M-V/def2-TZVPD).

The value obtained for the highest occupied orbital energy is -10.46 eV. As for the energy above the lowest of the compared OMol25 structures with the same formula, charge and spin: 44.7 kcal per mole. The calculation puts the electronic energy at -347.1374 a.u. The calculation puts the HOMO-LUMO gap at 11.07 eV. The lowest unoccupied orbital energy comes out at 0.61 eV. The charge is 0. Its SMILES is CO.CO.CO.

Each line ends with the Löwdin charge.
Positions of all 18 atoms, in Å:
C  -2.66188  -0.64367  -0.82205  -0.189
O  -3.33176  -0.95502  0.37627  -0.102
H  -3.33403  -0.36737  -1.63443  0.072
H  -2.00301  0.22450  -0.83902  0.073
H  -2.09935  -1.48447  -1.22788  0.071
H  -2.81527  -0.66035  1.12992  0.075
C  0.04108  0.43883  5.01771  -0.174
O  -0.96710  -0.57066  5.00092  -0.115
H  0.75632  0.19301  4.23278  0.077
H  -0.36140  1.40034  4.69894  0.069
H  0.56194  0.67956  5.94446  0.073
H  -1.68594  -0.21814  5.53063  0.070
C  2.83621  0.61759  -4.53533  -0.162
O  3.98888  -0.25856  -4.47797  -0.117
H  2.55832  0.94172  -5.53824  0.073
H  1.95936  0.16985  -4.06761  0.071
H  3.01805  1.51948  -3.95083  0.074
H  3.53958  -1.02662  -4.83826  0.062

---

No. 2
Entry from the Open Molecules 2025 dataset: C5H5N in the gas phase in a non-equilibrium geometry (ωB97M-V/def2-TZVPD).

The value obtained for the highest occupied orbital energy is -8.38 eV. As for the energy above the lowest of the compared OMol25 structures with the same formula, charge and spin: 123.2 kcal per mole. The calculation puts the electronic energy at -248.0787 a.u. The calculation puts the HOMO-LUMO gap at 7.81 eV. The lowest unoccupied orbital energy comes out at -0.56 eV. The charge is 0. Its SMILES is [H]/N=C/C=C=C=C.

Each line ends with the Löwdin charge.
Positions of all 11 atoms, in Å:
H  -3.21913  1.33875  0.18861  0.076
N  -2.32191  0.79462  0.27395  0.074
C  -2.10576  -0.33284  -0.21741  -0.291
C  -0.79568  -0.80976  0.20349  -0.119
C  0.48980  -0.28530  0.12392  0.013
C  1.68190  0.28279  0.06822  -0.111
C  2.96972  0.34283  -0.05634  -0.020
H  -2.81192  -0.68303  -0.96389  0.107
H  -0.89330  -1.98245  0.27761  0.131
H  3.54406  0.17011  0.81755  0.047
H  3.46221  1.16427  -0.71572  0.092

---

No. 3
Entry from the Open Molecules 2025 dataset: a molecular structure, C10H14BCrFN6 in a non-equilibrium geometry (ωB97M-V/def2-TZVPD).

The value obtained for the highest occupied orbital energy (spin up / spin down) is -6.38 / -7.98 eV. As for the energy above the lowest of the compared OMol25 structures with the same formula, charge and spin: 0.0 kcal per mole. Its multiplicity is 5. The calculation puts the electronic energy at -1887.1634 a.u. As for the expectation value of S²: 6.037. The calculation puts the HOMO-LUMO gap (spin up / spin down) at 7.01 / 8.45 eV. The lowest unoccupied orbital energy (spin up / spin down) comes out at 0.63 / 0.46 eV. The charge is 0.

Each line ends with the Löwdin charge.
Positions of all 33 atoms, in Å:
H  -0.36362  2.70196  2.61226  0.108
N  -0.01338  1.45751  0.91960  -0.054
B  0.60118  0.59071  -1.42473  -0.464
N  0.50778  1.71539  -0.34403  0.000
C  0.87664  2.99749  -0.41490  -0.063
Cr  -0.66259  -0.48303  1.25273  0.603
H  1.32697  3.38331  -1.31496  0.126
C  0.55631  3.61226  0.78449  -0.054
H  0.69061  4.64238  1.04039  0.091
C  -0.00134  2.62458  1.60184  -0.112
H  1.04247  0.94176  -2.47327  0.119
C  -1.09942  -2.34401  1.24251  -0.235
H  -1.41730  -2.08878  2.27695  0.004
H  -0.31686  -3.08724  1.36246  -0.010
H  -1.96941  -2.78780  0.77538  -0.006
N  -0.85175  0.06183  -1.53817  0.014
N  1.48105  -0.48252  -0.73525  -0.001
N  -1.51458  -0.38189  -0.37610  -0.107
N  1.04999  -1.04971  0.44994  -0.067
C  -1.65518  -0.08626  -2.59361  -0.070
C  2.70194  -0.95599  -1.02860  -0.066
H  -1.32938  0.18271  -3.59050  0.124
H  3.21117  -0.61322  -1.90409  0.116
C  -2.88241  -0.60975  -2.17118  -0.055
C  3.06278  -1.87421  -0.04920  -0.061
C  -2.76397  -0.76571  -0.79645  -0.108
C  2.01070  -1.91110  0.85856  -0.109
H  -3.72005  -0.84818  -2.80392  0.093
H  3.96636  -2.44878  -0.01004  0.089
H  -3.49861  -1.19298  -0.12305  0.117
H  1.88931  -2.52966  1.73896  0.117
H  -0.42336  1.00139  2.95776  -0.003
F  -0.49205  0.62753  3.81819  -0.077